Formula: C22H36BCl30O3PS
Source: the OMol25 dataset
Level of theory: ωB97M-V/def2-TZVPD

Computed properties:
E_LUMO (eV): -0.81
2S+1: 1
Energy (eV): -426008.989
Structure (SMILES): COCCCCCCCCB(COC(C)=O)[PH2]=S.ClC(Cl)Cl.ClC(Cl)Cl.ClC(Cl)Cl.ClC(Cl)Cl.ClC(Cl)Cl.ClC(Cl)Cl.ClC(Cl)Cl.ClC(Cl)Cl.ClC(Cl)Cl.ClC(Cl)Cl

Last column: Mulliken charge in e.
CARTESIAN COORDINATES (ANGSTROEM)
C (1.942, 2.093, 2.348)  -0.398
O (3.171, 2.589, 1.732)  -0.406
C (3.253, 1.936, 0.425)  0.916
C (4.741, 1.831, -0.135)  -0.696
C (5.623, 0.666, 0.582)  -0.735
C (4.844, -0.708, 0.318)  0.571
C (5.740, -2.029, 0.431)  -0.976
C (4.748, -3.280, 0.070)  -0.087
C (3.877, -3.564, 1.410)  -0.644
C (2.371, -4.042, 1.112)  -0.569
B (1.358, -2.872, 0.635)  0.018
C (1.519, -1.938, -0.689)  0.111
O (1.804, -2.723, -1.896)  -0.227
C (1.919, -1.899, -3.048)  0.618
C (0.901, -0.758, -3.496)  0.105
O (2.901, -2.114, -3.811)  -0.597
P (-0.224, -2.581, 1.731)  0.094
S (-1.591, -3.835, 1.027)  -0.281
H (1.065, 2.192, 1.617)  0.300
H (1.675, 2.712, 3.282)  0.126
H (2.087, 1.006, 2.700)  0.241
H (2.673, 2.627, -0.299)  -0.228
H (2.676, 0.953, 0.452)  -0.377
H (5.300, 2.829, -0.106)  0.344
H (4.656, 1.537, -1.250)  0.286
H (5.798, 0.867, 1.692)  0.306
H (6.640, 0.643, 0.052)  0.306
H (3.942, -0.764, 1.027)  -0.133
H (4.392, -0.700, -0.747)  -0.069
H (6.599, -2.075, -0.321)  0.375
H (6.131, -2.186, 1.494)  0.288
H (5.314, -4.194, -0.301)  0.419
H (4.089, -2.891, -0.782)  -0.053
H (3.970, -2.693, 2.140)  0.284
H (4.404, -4.457, 1.921)  0.316
H (2.363, -4.886, 0.335)  0.297
H (1.974, -4.523, 2.087)  0.285
H (0.493, -1.438, -0.883)  0.178
H (2.250, -1.060, -0.543)  -0.302
H (0.142, -1.180, -4.246)  0.289
H (0.339, -0.259, -2.643)  0.202
H (1.486, 0.060, -4.047)  -0.484
H (0.011, -2.827, 3.121)  0.110
H (-0.752, -1.241, 1.555)  -0.074
Cl (-1.735, -2.357, -2.234)  0.011
C (-3.159, -1.583, -2.947)  -0.089
Cl (-4.490, -1.535, -1.782)  -0.148
Cl (-2.769, 0.050, -3.508)  -0.127
H (-3.476, -2.173, -3.805)  0.365
Cl (-3.937, -6.403, 0.637)  -0.108
C (-5.361, -5.634, -0.075)  -0.097
Cl (-6.692, -5.586, 1.092)  -0.127
Cl (-4.969, -4.004, -0.639)  0.024
H (-5.678, -6.226, -0.931)  0.310
Cl (-2.479, 2.670, 3.936)  -0.043
C (-1.291, 1.624, 4.719)  -0.178
Cl (-1.959, 0.916, 6.196)  -0.074
Cl (-0.764, 0.354, 3.605)  -0.048
H (-0.426, 2.226, 4.989)  0.308
Cl (3.374, 5.497, -0.054)  -0.098
C (1.669, 5.799, -0.416)  -0.041
Cl (0.785, 4.273, -0.572)  -0.094
Cl (0.939, 6.814, 0.835)  -0.128
H (1.609, 6.328, -1.364)  0.355
Cl (-2.914, -1.070, 8.984)  -0.133
C (-2.499, -2.570, 8.142)  0.222
Cl (-1.086, -3.330, 8.886)  -0.128
Cl (-3.875, -3.682, 8.139)  -0.114
H (-2.254, -2.326, 7.110)  0.142
Cl (-7.072, 2.156, 0.780)  -0.108
C (-6.453, 2.017, 2.432)  -0.028
Cl (-5.282, 0.697, 2.544)  -0.001
Cl (-5.721, 3.543, 2.955)  -0.136
H (-7.288, 1.794, 3.094)  0.258
Cl (0.686, 1.809, -6.717)  -0.109
C (2.251, 2.157, -5.971)  0.052
Cl (3.289, 3.053, -7.091)  -0.140
Cl (2.035, 3.062, -4.466)  -0.067
H (2.737, 1.211, -5.737)  0.249
Cl (-0.390, 5.311, -9.818)  -0.124
C (1.145, 4.481, -10.112)  0.235
Cl (0.885, 2.742, -10.304)  -0.112
Cl (1.950, 5.151, -11.538)  -0.127
H (1.789, 4.638, -9.249)  0.120
Cl (-3.367, 4.619, -2.511)  -0.100
C (-5.041, 4.552, -1.939)  0.001
Cl (-5.091, 4.270, -0.194)  -0.022
Cl (-5.899, 6.043, -2.354)  -0.132
H (-5.539, 3.721, -2.435)  0.268
Cl (-6.550, -1.452, 6.309)  -0.111
C (-6.997, -2.058, 4.708)  -0.066
Cl (-7.815, -0.799, 3.771)  -0.109
Cl (-5.569, -2.648, 3.845)  -0.055
H (-7.686, -2.890, 4.837)  0.353